(1)
Below is C9H19F4N3O9PtS4 as an isolated structure in a non-equilibrium geometry, with properties calculated with wB97M-V/def2-TZVPD.

```
49
Properties=species:S:1:pos:R:3:forces:R:3
Pt -0.511314 1.264803 -0.791961 -0.53 1.87 -1.06
N -1.335786 2.910067 0.118626 -3.22 0.22 -1.33
S -0.898234 3.664920 1.427210 7.32 2.07 3.68
O -1.684170 3.704507 2.594971 -1.51 -0.20 -0.57
O -0.072270 4.775608 1.039754 -1.37 -0.78 0.40
F 0.210450 2.597947 1.848296 0.06 -0.73 -0.09
S -2.626300 4.112995 -0.175040 -4.52 4.55 -5.26
O -2.320681 5.559950 -0.347890 0.63 -4.37 1.39
O -3.865648 3.809168 0.480685 1.96 -0.89 0.11
F -2.933314 3.779975 -1.739123 0.99 -0.95 1.59
N 0.634791 1.676037 -2.410585 4.62 2.55 1.97
S 2.178039 2.594564 -2.315388 4.34 0.96 5.43
O 2.190766 3.971444 -2.550165 -0.58 1.72 -4.74
O 3.413462 1.818363 -2.364279 -3.03 0.28 -0.79
F 1.993932 2.922884 -0.822356 -0.74 -2.48 3.85
S 0.816295 1.634100 -3.963540 -4.41 -3.14 -8.51
O 1.728984 0.604892 -4.563759 -1.43 3.86 2.37
O 0.340735 2.851066 -4.660960 2.67 -2.49 2.00
F -0.509303 0.798797 -3.966296 -1.77 -1.27 -0.97
C 2.248317 -2.097120 0.252583 -1.29 -1.73 0.33
C 0.798308 -1.827658 -0.308951 0.85 0.54 -1.40
C -0.063071 -3.065911 -0.496216 0.91 -0.96 -1.40
C -0.708783 -3.635046 0.680079 -0.63 -0.59 2.04
C -1.461627 -2.551737 1.425085 -1.63 -0.73 -2.10
C -0.671505 -1.319143 1.766552 0.32 -1.27 1.86
N 0.088720 -0.816085 0.546505 -2.63 -4.79 -0.75
O 0.761199 0.277972 0.675120 1.66 1.50 1.05
C -1.674167 -0.306811 2.262601 -0.06 1.42 -0.24
C 0.360922 -1.744480 2.909538 -0.31 0.95 -0.77
C 1.046026 -1.286554 -1.728828 0.60 0.08 -0.15
H 2.070533 -2.751714 1.105814 0.58 0.32 0.40
H 2.977971 -1.308157 0.434906 -0.50 0.30 -0.03
H 2.679200 -2.785779 -0.474183 0.13 0.25 -0.20
H -0.685520 -2.930173 -1.380661 -0.87 0.60 0.44
H 0.466027 -3.927138 -0.904183 1.24 0.40 -0.08
H -0.014901 -4.126729 1.361902 0.64 0.31 0.04
H -1.276383 -4.527284 0.415825 -0.73 0.45 -0.18
H -2.130317 -2.948905 2.188765 0.69 0.32 0.74
H -2.212403 -2.187680 0.723732 -0.29 0.01 -0.40
H -2.235394 -0.610519 3.146279 0.28 -0.43 -0.09
H -1.267713 0.673645 2.510797 0.31 -0.02 0.05
H -2.410556 -0.140201 1.476422 -0.17 0.02 -0.09
H 1.127626 -0.970015 2.887752 0.38 -0.14 0.83
H -0.171378 -1.758955 3.860616 -0.01 0.49 -0.09
H 0.809285 -2.735917 2.845310 -0.05 0.21 -0.59
H 0.213260 -0.818899 -2.254102 -0.36 0.04 0.25
H 1.278298 -2.154587 -2.345795 0.03 -0.07 0.03
H 1.938159 -0.662566 -1.782079 -0.18 0.25 0.00
H 1.369432 -0.007941 1.360614 1.56 1.45 1.02
```
Forces are in eV/Å.

E_HOMO (spin up / spin down) = -0.52999 / -0.52306 hartree
Charge = +1
LUMO energy (spin up / spin down) = -0.2188 / -0.3128 Eh
Spin multiplicity = 4
<S²> = 3.767
Kohn-Sham gap (spin up / spin down) = 8.47 / 5.72 eV

(2)
Below is a 2-piece molecular cluster, C9H19FNO overall in a non-equilibrium geometry, with properties calculated with wB97M-V/def2-TZVPD.

```
31
Properties=species:S:1:pos:R:3:forces:R:3
C -2.379609 -0.356310 -0.275665 -0.80 0.66 -0.33
C -1.335921 -0.499502 0.479994 4.32 2.13 -0.02
C -4.865649 -0.118691 -0.200760 2.05 2.30 -0.61
C 0.630764 2.067358 0.988859 1.50 0.68 0.64
C 0.870340 0.962287 -1.325505 1.88 -2.66 0.29
C -3.652274 -1.136988 -0.148113 -0.96 1.61 -1.19
C 3.051494 -0.006758 0.922590 -1.88 -3.70 -2.55
C 3.642702 -0.850740 -0.258483 -3.00 1.87 -1.34
C 0.646584 0.812493 0.169173 -2.72 -0.20 -2.20
N 1.554149 -0.183119 0.642686 -0.88 -3.83 3.44
O 2.780545 -1.974833 -0.581718 1.66 -0.32 -0.19
F -0.956022 -1.342098 1.466190 -0.80 0.52 -0.78
H -2.461606 0.437093 -1.101905 0.70 -1.21 1.52
H -4.860159 0.623518 -1.120538 0.17 -1.60 1.82
H -5.729375 -0.656024 -0.222934 -2.57 -1.63 -0.56
H -5.044723 0.507035 0.742231 1.09 -0.78 -1.16
H 0.594184 1.677001 2.002018 0.39 0.45 0.55
H 1.631859 2.707141 0.825270 -2.17 -1.33 0.38
H -0.241901 2.742352 0.963919 0.40 -0.50 -0.78
H 1.843634 1.437375 -1.533922 0.47 -0.49 0.47
H 0.873628 -0.062290 -1.899329 -0.47 2.18 0.95
H 0.324909 1.737603 -1.708044 -2.46 1.31 -1.29
H -3.849566 -1.821230 0.623092 0.55 -0.31 2.04
H -3.551278 -1.886178 -0.925771 -0.84 0.33 -1.13
H 3.262315 0.980937 0.811157 0.98 2.73 0.13
H 3.389104 -0.516206 1.806533 -0.47 0.37 0.79
H 3.537052 -0.331104 -1.230730 1.11 0.75 0.89
H 4.591780 -1.047475 0.067943 2.61 -1.20 0.05
H 1.518331 -1.068989 0.051393 0.12 1.21 -0.35
H 1.057127 -0.666676 1.455113 0.95 1.21 -0.38
H 3.127590 -2.166978 -1.484753 -0.92 -0.54 0.92
```
Forces are in eV/Å.

E_HOMO = -0.46503 hartree
Charge = +1
Energy relative to the best compared isomer or geometry (same formula, charge and spin) = 382.31 kJ/mol
LUMO energy = -0.1253 Eh
Spin multiplicity = 1
Kohn-Sham gap = 9.24 eV

(3)
Below is a 2-piece molecular cluster, C9H19INO overall in a non-equilibrium geometry, with properties calculated with wB97M-V/def2-TZVPD.

```
31
Properties=species:S:1:pos:R:3:forces:R:3
C -0.447337 -1.673147 2.474061 0.23 -3.17 -0.40
C 2.303034 2.168727 -1.659227 0.20 2.18 3.19
C -3.191171 -0.694838 0.418075 -1.11 0.99 -3.04
C 1.105989 -0.178475 3.647226 -1.88 1.92 -0.83
C 0.855560 2.115097 -2.165598 1.40 2.22 -0.92
C 0.640445 0.770510 -2.712699 -3.30 -1.89 1.46
C 0.020749 -0.298288 -1.624011 3.94 -2.13 -2.71
C -2.063543 -0.954515 -0.567420 0.04 -0.33 0.47
C 0.806431 -1.223785 2.557231 -0.56 1.79 2.26
N -1.215056 -0.075921 -0.991758 -1.69 0.20 0.87
O -0.761794 -2.704394 1.574257 -0.62 0.70 -0.30
I 2.395171 -1.476237 1.200998 -0.55 -0.37 0.37
H -1.282539 -1.696394 3.247608 1.49 0.88 -0.92
H 2.973847 2.473630 -2.457552 0.17 -0.47 -0.04
H 2.630860 1.221901 -1.120561 -0.36 1.10 -0.89
H 2.417210 3.049385 -0.835465 -0.19 -2.02 -1.85
H -2.828089 -0.745332 1.401549 0.58 -0.20 1.36
H -3.677577 0.314548 0.245710 0.72 -1.02 0.25
H -3.973961 -1.455572 0.237580 0.48 0.33 0.33
H 1.892517 -0.283206 4.358458 0.73 -0.93 0.25
H 1.379616 0.715337 3.058164 0.03 -0.01 0.43
H 0.187937 0.181965 4.260226 1.21 -1.07 -1.16
H 0.130290 2.391365 -1.425428 -0.38 -0.12 0.87
H 0.676509 2.970538 -2.920884 0.49 -1.52 0.77
H -0.021805 0.792372 -3.550823 -0.76 -0.13 -0.57
H 1.476572 0.230135 -3.055030 1.44 -0.21 -0.28
H 0.001782 -1.266653 -2.258116 -0.36 1.29 1.29
H 0.806554 -0.521369 -0.810096 -1.18 0.64 -1.12
H -1.919287 -2.011871 -0.879304 0.19 0.92 0.13
H 0.013814 -3.033372 1.090798 0.02 0.30 0.35
H -1.332725 0.897859 -0.737971 -0.41 0.16 0.38
```
Forces are in eV/Å.

E_HOMO = -0.44246 hartree
Charge = +1
Energy relative to the best compared isomer or geometry (same formula, charge and spin) = 0.00 kJ/mol
LUMO energy = -0.1541 Eh
Spin multiplicity = 1
Kohn-Sham gap = 7.85 eV

(4)
Below is a 2-piece molecular cluster, C9H19INO2S overall, with properties calculated with wB97M-V/def2-TZVPD.

```
33
Properties=species:S:1:pos:R:3:forces:R:3
I 5.006816 2.595867 -1.565074 0.08 0.01 -0.07
C 3.646606 1.155758 -0.806376 -0.19 0.00 0.03
C 2.212863 1.350167 -1.282802 0.14 -0.32 0.15
C 1.307675 0.494482 -0.386143 0.41 -0.30 -0.09
C 1.972885 -0.848192 -0.054925 -0.21 0.22 0.23
N 2.945847 -1.203849 -1.139066 0.13 -0.09 0.08
C 4.127652 -0.247682 -1.168207 -0.20 0.18 0.07
H 3.666898 1.285668 0.271927 0.12 0.07 0.08
H 2.127867 1.007101 -2.315400 -0.02 0.23 -0.20
H 1.923888 2.393242 -1.255933 -0.08 0.11 -0.02
H 1.137587 0.994661 0.563465 -0.22 0.12 0.02
H 0.364671 0.288216 -0.873197 -0.27 0.19 -0.03
H 1.234997 -1.636545 0.056141 -0.04 -0.09 -0.14
H 2.556211 -0.803075 0.860584 0.11 -0.02 0.05
H 3.274641 -2.156728 -1.001185 0.09 -0.08 -0.04
H 2.473803 -1.193409 -2.041181 -0.10 0.03 -0.06
H 4.851464 -0.611925 -0.447494 0.14 -0.10 -0.02
H 4.541762 -0.274208 -2.170086 0.07 -0.11 -0.09
C -3.839317 0.816625 1.633561 -0.02 -0.06 -0.05
C -4.381192 -0.618489 1.562062 0.06 0.04 -0.01
C -3.771667 -1.277359 0.316897 -0.15 -0.03 0.14
S -2.192217 -0.466037 0.060688 -0.12 -0.08 0.21
O -2.213127 0.249988 -1.190112 0.18 -0.01 -0.10
O -1.104156 -1.388328 0.326654 0.08 0.04 -0.09
C -2.333835 0.707717 1.403966 -0.14 0.05 0.11
H -4.058135 1.286516 2.590009 -0.01 0.00 0.01
H -4.289382 1.427488 0.849093 0.01 0.02 0.00
H -4.082094 -1.168779 2.455355 0.02 0.00 0.00
H -5.467617 -0.636915 1.514539 -0.01 -0.01 0.00
H -3.593018 -2.342464 0.437007 0.05 -0.01 -0.05
H -4.364414 -1.099920 -0.578038 0.04 0.05 -0.04
H -1.859732 1.640385 1.105977 0.04 -0.04 -0.06
H -1.824231 0.280024 2.267295 0.01 -0.02 -0.01
```
Forces are in eV/Å.

E_HOMO = -0.46801 hartree
Charge = +1
LUMO energy = -0.1125 Eh
Spin multiplicity = 1
Kohn-Sham gap = 9.68 eV

(5)
Below is an isolated ion of composition C9H20BNO6P and charge -1 in a non-equilibrium geometry, with properties calculated with wB97M-V/def2-TZVPD.

```
38
Properties=species:S:1:pos:R:3:forces:R:3
C -1.151781 0.439308 -3.532740 -0.25 -0.13 0.00
C -2.331418 0.020605 -2.659472 -0.03 0.47 -0.26
N -2.073574 0.295768 -1.255023 0.01 0.35 0.22
B -0.985434 -0.568032 -0.654961 0.79 -1.14 0.10
O -1.118837 -0.728742 0.828513 -0.35 -0.15 -0.25
C 0.069308 -0.471945 1.463710 1.03 -0.41 0.66
C -0.128511 0.631744 2.521684 -0.02 0.12 -0.49
C -1.099458 1.693562 2.009229 -0.18 0.66 0.38
C -0.436252 2.926134 1.446763 0.96 0.99 0.15
O 0.210136 3.723431 2.122419 -0.90 -1.11 -0.90
O -0.543801 3.100879 0.113182 -0.03 0.47 0.88
C 1.155200 -0.254197 0.329293 -0.76 0.66 0.11
C 2.102374 -1.436546 0.088415 0.06 -0.15 0.00
O 1.485198 -2.604757 -0.395704 0.06 0.06 -0.07
C 1.240917 -3.583444 0.573274 -0.19 -0.10 0.02
P 2.331042 1.225186 0.416914 0.12 -0.07 -0.56
O 2.442479 1.995453 -0.842260 0.07 0.12 -0.02
O 0.388205 0.025379 -0.782328 -0.08 0.32 -0.46
H -1.481175 0.712019 -4.534337 -0.07 -0.01 -0.15
H -0.674918 1.300567 -3.077534 0.24 0.08 0.01
H -0.438869 -0.372547 -3.627060 0.30 0.01 0.13
H -3.201402 0.600768 -2.975696 -0.18 0.01 0.02
H -2.558343 -1.036004 -2.840237 -0.02 -0.16 0.00
H -2.939892 0.145530 -0.756057 -0.03 -0.07 0.24
H -0.925183 -1.704988 -1.169181 -0.36 0.14 -0.14
H 0.406237 -1.348541 2.039874 -0.06 -0.04 0.00
H 0.819757 1.071332 2.820880 0.05 0.08 0.14
H -0.547862 0.178975 3.414707 -0.15 -0.16 0.07
H -1.763971 1.249217 1.276876 -0.03 -0.15 -0.05
H -1.714819 2.046753 2.834080 -0.03 0.10 0.14
H -1.164021 2.458109 -0.256774 0.05 -0.64 -0.40
H 2.688327 -1.661176 0.988585 0.02 0.05 0.17
H 2.809452 -1.123967 -0.680429 0.07 0.02 -0.18
H 0.617521 -4.341836 0.111485 -0.07 -0.12 -0.10
H 2.165882 -4.056524 0.920313 0.16 0.01 0.05
H 0.700544 -3.193861 1.434116 -0.07 0.03 0.10
H 3.581219 0.629864 0.735045 -0.12 -0.05 0.38
H 2.065725 2.016525 1.550433 0.00 -0.11 0.04
```
Forces are in eV/Å.

E_HOMO = -0.16576 hartree
Charge = -1
LUMO energy = 0.1190 Eh
Spin multiplicity = 1
Kohn-Sham gap = 7.75 eV

(6)
Below is C9H20Br4CaCl2Cs2F4O6P as an isolated structure in a non-equilibrium geometry, with properties calculated with wB97M-V/def2-TZVPD.

```
49
Properties=species:S:1:pos:R:3:forces:R:3
C -3.773680 2.670581 -0.688586 0.04 -0.22 -1.21
C -2.132487 2.658876 -0.624262 -0.51 -0.37 -1.65
P -1.391871 2.879085 1.122500 -1.20 -0.20 0.15
C -2.539035 3.851719 2.300498 3.40 1.35 1.33
O 0.067095 3.871404 0.912635 2.50 -3.92 -2.11
C 1.126159 2.842935 0.647752 1.39 1.08 5.97
O 1.993236 2.629412 1.636964 -4.48 0.67 -7.23
O 1.049841 2.154869 -0.643282 3.08 -0.32 2.24
C 2.080689 1.123954 -0.812974 -1.15 -1.72 -2.74
F 3.491100 1.663357 -0.757575 -6.47 -3.33 -2.08
F 1.932769 0.631010 -2.234457 0.47 2.15 4.53
C 1.895280 -0.210132 0.131778 3.91 1.25 -1.32
F 0.609369 -0.276076 0.867082 6.88 0.42 -4.24
F 1.914516 -1.426662 -0.764069 -0.56 13.63 -1.92
H -4.053926 2.833889 -1.837550 0.66 -0.35 2.46
H -4.287091 3.535449 -0.090811 1.06 -1.97 -1.01
H -4.153639 1.596083 -0.417637 0.50 2.38 -0.14
H -1.705797 3.426770 -1.419688 -0.67 -1.32 1.95
H -1.796008 1.581124 -1.006235 -0.54 2.33 1.00
H -2.108508 4.951237 2.379930 -0.66 -1.98 -0.16
H -2.429535 3.379458 3.387798 -0.37 0.83 -2.63
H -3.672243 3.865747 1.997493 0.67 -0.48 -0.05
H 2.798728 -0.330253 0.883612 -1.83 0.17 -1.60
Cl -5.006060 2.956837 2.516534 -1.51 -0.43 0.16
C 2.906437 -3.811951 2.101371 0.94 -1.03 1.85
O 1.670080 -3.185112 2.389128 -0.88 -1.16 -2.72
H 3.016835 -4.690398 2.741305 -0.08 0.30 0.06
H 2.923530 -4.122470 1.053812 2.43 -2.19 4.27
H 3.724319 -3.114676 2.299175 0.10 -0.07 0.04
H 1.600321 -2.409748 1.806514 -0.37 0.30 1.65
Cs 5.038201 2.885500 0.257846 3.50 2.76 2.35
Cs 2.027154 -3.297530 -0.215757 -3.10 -9.99 -5.34
O -1.441395 -6.559776 -2.239819 -0.33 0.31 -0.12
H -2.218704 -6.351797 -1.699925 0.25 -0.14 -0.15
H -1.737114 -6.397371 -3.148201 0.11 -0.12 0.29
C 6.413610 -1.745957 -3.968523 -0.02 -0.03 -0.35
O 5.686284 -1.625961 -2.759843 -0.74 0.14 0.52
H 7.479081 -1.812913 -3.736876 -0.22 0.01 0.06
H 6.099931 -2.650444 -4.495406 0.20 0.06 -0.17
H 6.233128 -0.866988 -4.592292 0.18 -0.11 -0.17
H 4.745068 -1.568572 -2.997153 0.56 -0.04 0.13
C -8.386339 1.063869 0.509403 -0.19 -0.17 0.11
Br -7.353758 1.611393 -1.045709 -0.21 -0.09 0.35
Br -7.281488 0.157870 1.829500 -0.27 0.27 -0.37
Br -9.368945 2.552018 1.286481 0.34 -0.38 -0.22
H -9.128370 0.337880 0.161041 0.36 0.35 0.13
Cl 2.447441 -2.622903 4.345737 0.94 1.47 3.41
Ca 5.983566 -4.330207 0.850372 0.35 -0.06 -0.08
Br -0.987771 -0.304428 1.780369 -8.44 -0.09 4.78
```
Forces are in eV/Å.

E_HOMO = -0.30773 hartree
Charge = +1
LUMO energy = -0.2372 Eh
Spin multiplicity = 1
Kohn-Sham gap = 1.92 eV